Record 1
# C38H105N7O12

A 11-piece molecular cluster, C38H105N7O12 overall (ωB97M-V with the def2-TZVPD basis set, OMol25).

Energy above the lowest of the compared OMol25 structures with the same formula, charge and spin (kJ/mol): 39.1
HOMO level (eV): -8.83
HOMO-LUMO gap (eV): 9.273
LUMO energy (eV): 0.45
Structure (SMILES): COC[C@H](C)N.COC[C@H](C)N.COC[C@H](C)N.COC[C@H](C)N.COC[C@H](C)N.COC[C@H](C)N.COCCNCCOC.CCO.CCO.CCO.CCO

XYZ file:
```
162
C38H105N7O12 ωB97M-V with the def2-TZVPD basis set
C -0.97194 -0.05780 -2.64952
C -1.42103 1.37351 -2.84043
C -0.58362 1.96707 -3.90403
O -0.76006 3.35310 -3.94171
C -0.25811 3.86029 -5.14708
N -2.85483 1.43974 -3.14270
H 0.13402 -0.08356 -2.70669
H -1.33188 -0.72712 -3.42413
H -1.19432 -0.41803 -1.64798
H -1.23114 1.92692 -1.90996
H -0.92683 1.53482 -4.87469
H 0.49490 1.73759 -3.83695
H 0.76068 3.49856 -5.35305
H -0.24454 4.94338 -5.07964
H -0.89899 3.58031 -6.00317
H -3.02811 0.86023 -3.97351
H -3.10337 2.39760 -3.44104
C -1.81627 7.76952 0.48461
C -2.05069 6.67611 -0.50802
C -2.54910 5.46531 0.16051
O -1.55625 4.95622 1.02143
C -2.01213 3.82208 1.66751
N -3.03351 7.11963 -1.50077
H -2.75316 8.12984 0.92033
H -1.28239 8.60004 0.02006
H -1.20645 7.40542 1.31877
H -1.04587 6.47378 -0.92766
H -2.93220 4.69066 -0.53137
H -3.43246 5.75461 0.77985
H -2.92232 4.03875 2.26412
H -1.26677 3.58491 2.42978
H -2.22294 2.97827 1.01088
H -2.61219 7.78127 -2.15230
H -3.33195 6.32897 -2.07758
C -8.43954 3.71414 0.99065
C -7.48723 3.70569 2.12963
C -6.09008 3.36561 1.68201
O -6.10866 2.08759 1.12795
C -4.81460 1.70800 0.61035
N -7.48028 5.07808 2.82791
H -8.15610 4.46383 0.25793
H -9.45585 3.90716 1.34456
H -8.45062 2.72933 0.51555
H -7.76706 2.91936 2.86223
H -5.36545 3.41678 2.53366
H -5.70245 4.11130 0.93881
H -4.34862 2.56023 0.09203
H -4.91221 0.80114 0.02484
H -4.14153 1.38978 1.45314
H -6.97175 5.00671 3.72273
H -8.44672 5.25090 3.14116
C -3.23786 -2.02809 -0.07681
C -4.06488 -2.76093 -1.10399
C -3.81469 -2.31003 -2.52460
O -4.53482 -3.06628 -3.53228
C -5.85994 -2.96596 -3.46367
N -3.75926 -4.25656 -0.98462
H -2.15832 -2.13205 -0.28059
H -3.38958 -2.47366 0.90145
H -3.43785 -0.95808 -0.02161
H -5.11738 -2.63747 -0.81668
H -2.75642 -2.39918 -2.77746
H -4.09344 -1.22804 -2.60009
H -6.15851 -1.95232 -3.75414
H -6.22957 -3.15298 -2.45309
H -6.27305 -3.72220 -4.11454
H -2.74047 -4.35426 -1.22992
H -4.22389 -4.74254 -1.77263
C -0.23920 -4.16374 -4.33060
C 0.11356 -4.55218 -2.91019
C 0.56423 -3.38010 -2.17040
O 1.79842 -3.04062 -2.72474
C 2.31815 -1.87469 -2.24508
N -1.01831 -5.13408 -2.26260
H -0.20510 -5.00253 -5.02910
H 0.45028 -3.39748 -4.69850
H -1.24351 -3.71471 -4.39222
H 0.98799 -5.22659 -2.96860
H 0.61561 -3.53893 -1.07025
H -0.17522 -2.55428 -2.31622
H 1.75089 -1.01375 -2.60099
H 3.34584 -1.88277 -2.57335
H 2.30275 -1.87384 -1.14619
H -1.43278 -5.85333 -2.84997
H -0.73344 -5.58085 -1.38880
C -0.53946 -3.93218 1.78398
C -0.71799 -4.13713 3.28699
C -1.55630 -3.06546 3.85924
O -0.93130 -1.86292 3.82051
C 0.08809 -1.71083 4.77242
N -1.30513 -5.47198 3.66782
H 0.10737 -3.08915 1.51653
H -1.50689 -3.76705 1.29291
H -0.11468 -4.84401 1.34591
H 0.27531 -4.10823 3.75228
H -1.87688 -3.30785 4.88165
H -2.45824 -2.93818 3.25615
H 0.59697 -0.77532 4.55957
H 0.84975 -2.50508 4.66254
H -0.31160 -1.77793 5.78847
H -2.12414 -5.66305 3.06615
H -0.64327 -6.19123 3.35520
C 5.26703 -0.34112 1.02892
C 5.11765 -0.25783 -0.48486
O 3.96056 0.52438 -0.81553
H 6.01224 -1.09940 1.26124
H 4.34261 -0.66811 1.48402
H 5.66188 0.61790 1.37879
H 5.01774 -1.24764 -0.93408
H 6.00054 0.17726 -0.97060
H 4.14009 1.43054 -0.52568
C 1.49302 2.87723 -0.28838
C 1.28826 4.31164 -0.81433
O 2.34293 4.73801 -1.73290
H 0.59230 2.65086 0.30309
H 2.33423 2.75337 0.39896
H 1.59465 2.13995 -1.09135
H 1.29023 4.98168 0.03801
H 0.33002 4.34497 -1.34961
H 2.47902 4.03217 -2.37160
C 3.85107 2.93552 3.73777
C 2.77483 1.84870 3.48034
O 2.46150 1.16819 4.68583
H 3.70555 3.39975 4.70889
H 3.88300 3.68177 2.94410
H 4.83980 2.45226 3.78314
H 3.14654 1.18484 2.68914
H 1.86109 2.33160 3.12259
H 3.07738 0.44271 4.83315
C 0.42396 -0.37777 0.59690
C -0.62824 0.54885 1.12206
O -1.63197 -0.19037 1.73045
H 0.78851 -0.97785 1.43508
H 1.27338 0.13066 0.13363
H -0.05181 -1.03927 -0.12976
H -1.11275 1.04904 0.28677
H -0.20278 1.25752 1.84120
H -1.29469 -0.61690 2.56552
C 2.89978 -3.33645 1.51098
O 4.30419 -3.47827 1.56535
C 4.75592 -4.58199 0.82936
C 6.25959 -4.65548 0.93165
N 6.90941 -3.58014 0.20005
C 8.35803 -3.63723 0.36791
C 8.97125 -2.40525 -0.09834
O 8.29463 -1.36238 0.49927
C 8.64508 -0.03723 0.09280
H 2.60808 -2.42979 2.04358
H 2.39435 -4.16480 2.06738
H 2.50579 -3.33342 0.48441
H 4.44243 -4.49914 -0.22995
H 4.30679 -5.52295 1.20447
H 6.58644 -5.62342 0.51543
H 6.55535 -4.66980 2.00526
H 6.62283 -2.70150 0.62876
H 8.78738 -4.49131 -0.16566
H 8.63349 -3.76923 1.44242
H 8.85578 -2.35530 -1.19351
H 10.04225 -2.43934 0.14931
H 9.54658 0.35960 0.59994
H 7.79860 0.60287 0.31082
H 8.88924 0.01192 -0.98691
```

=====

Record 2
# C38H107AsF6N13O11

C38H107AsF6N13O11 as an isolated structure (ωB97M-V with the def2-TZVPD basis set, OMol25).

Energy above the lowest of the compared OMol25 structures with the same formula, charge and spin (kJ/mol): 434.3
HOMO level (eV): -7.25
HOMO-LUMO gap (eV): 9.072
LUMO energy (eV): 1.82
Total charge: -1

XYZ file:
```
176
C38H107AsF6N13O11 ωB97M-V with the def2-TZVPD basis set
As 8.91377 13.99735 11.00909
F 10.35477 12.88526 10.87893
F 9.80802 14.96897 12.23003
F 7.43662 14.91006 11.23628
F 7.94019 12.94350 9.85289
F 8.24848 12.93801 12.35049
F 9.51747 15.08269 9.69240
C 9.19521 6.72493 14.18361
O 9.35099 6.55863 15.35406
N 8.71472 5.77680 13.48409
N 9.44142 7.73358 13.45773
H 8.73332 5.88673 12.48026
H 8.56718 4.83688 13.82303
H 9.16299 7.51205 12.51248
H 9.71147 8.65078 13.78318
C 7.94811 7.30717 7.63935
O 8.54746 6.95541 8.67288
N 7.41333 8.42001 7.30402
N 7.75657 6.51299 6.59356
H 7.39008 9.18897 7.95843
H 7.12501 8.51515 6.34073
H 7.17933 6.74595 5.79819
H 8.06206 5.55089 6.62737
C -0.01430 14.78544 9.08465
C 1.41366 14.32153 8.60598
C 1.79135 15.12980 7.30785
O 1.05247 14.76982 6.17587
C 0.81478 15.80041 5.27585
N 2.25010 14.41602 9.73424
H -0.69677 14.51479 8.27900
H -0.20158 15.85805 9.13494
H -0.39419 14.33179 10.00006
H 1.41501 13.24856 8.41404
H 2.82108 14.90203 7.03242
H 1.86740 16.18984 7.55000
H 1.66635 15.92837 4.60759
H 0.57965 16.70891 5.83033
H -0.04839 15.49983 4.68198
H 3.19664 14.65624 9.47645
H 2.41279 13.53138 10.19365
C 15.69719 17.59140 5.17915
C 16.00735 16.20232 4.63576
C 15.90355 15.04447 5.69552
O 16.28138 15.54405 6.95039
C 15.29770 15.28497 8.03574
N 15.20658 15.85438 3.53725
H 15.43903 18.30304 4.39492
H 16.45616 18.00696 5.84200
H 14.81402 17.46861 5.80608
H 17.07217 16.15533 4.40763
H 16.57784 14.20313 5.53559
H 14.93206 14.56446 5.81335
H 14.60898 16.12807 7.98142
H 15.90507 15.37453 8.93639
H 14.83380 14.31028 8.18699
H 14.34047 15.58586 3.98205
H 14.97687 16.60227 2.89851
C 10.24810 13.95244 18.09175
C 10.83825 14.29465 19.49871
C 10.56476 15.77575 19.97532
O 10.87263 16.56881 18.84874
C 10.60440 17.95229 19.02714
N 10.29430 13.30799 20.46557
H 10.48106 12.99325 17.62939
H 10.66840 14.68918 17.40716
H 9.19022 14.16315 17.93495
H 11.87373 13.96110 19.56677
H 11.17972 16.11235 20.80996
H 9.54063 15.94522 20.30779
H 9.59128 18.31001 19.21079
H 10.85594 18.56256 18.15973
H 11.24473 18.28913 19.84238
H 9.29022 13.41710 20.46053
H 10.35805 12.40195 20.02383
C 7.94837 14.17070 3.45022
C 8.14382 15.29840 2.35332
C 8.65740 14.49444 1.13087
O 8.94194 15.33436 0.04574
C 8.90402 14.70017 -1.25924
N 7.02243 16.16101 2.05546
H 7.05171 13.55097 3.44353
H 7.82158 14.72198 4.38195
H 8.71511 13.39839 3.51151
H 8.89132 15.97528 2.76705
H 8.02362 13.66503 0.81702
H 9.64174 14.06355 1.31394
H 8.73820 15.46314 -2.01981
H 8.14845 13.94048 -1.45947
H 9.94252 14.39369 -1.38445
H 6.24343 15.56790 1.80749
H 7.28031 16.70457 1.24419
C 15.01044 7.51380 10.52405
C 14.99843 7.98275 11.90336
C 14.44957 9.43400 12.13731
O 14.73526 9.76152 13.49447
C 14.61801 11.15366 13.88587
N 14.22655 7.06410 12.77055
H 14.06501 7.10509 10.16735
H 15.66693 6.66172 10.34778
H 15.30842 8.31335 9.84579
H 16.03763 8.02211 12.22987
H 13.38473 9.48543 11.91018
H 14.98422 10.11855 11.47880
H 14.16615 11.20462 14.87649
H 13.85595 11.74126 13.37393
H 15.62351 11.55961 13.99663
H 13.23765 7.24879 12.68069
H 14.39616 7.40705 13.70527
C 4.90304 22.44266 17.21290
C 4.68875 21.46223 18.31142
C 4.87546 19.98755 17.96563
O 6.06465 19.74331 17.20403
C 6.10286 18.47079 16.65476
N 5.51890 21.93191 19.41913
H 5.92641 22.36453 16.84584
H 4.75519 23.49358 17.46151
H 4.32171 22.16813 16.33269
H 3.70701 21.58415 18.76903
H 3.99019 19.74080 17.37953
H 4.86270 19.37317 18.86589
H 6.24022 17.71054 17.42368
H 6.97675 18.26951 16.03516
H 5.23928 18.10813 16.09726
H 5.29579 21.46681 20.28746
H 6.37671 21.46269 19.16595
C 12.56480 21.68633 10.98081
C 12.54147 20.22080 10.70215
C 12.69675 19.41239 12.01359
O 13.77035 19.74622 12.88753
C 14.02643 18.66803 13.80216
N 11.34558 19.87815 9.89017
H 13.48575 21.89461 11.52539
H 11.74650 22.01506 11.62146
H 12.47312 22.34375 10.11624
H 13.38803 20.04861 10.03749
H 12.65193 18.36573 11.71261
H 11.72762 19.55179 12.49260
H 13.12535 18.25831 14.25855
H 14.78109 18.96315 14.53119
H 14.56712 17.83945 13.34477
H 11.37075 18.90896 9.60710
H 10.56421 19.87146 10.53010
C 4.47413 21.18509 10.90739
C 5.92311 21.33400 10.52910
C 6.51330 22.74211 10.33696
O 6.03602 23.34916 9.14826
C 6.92534 24.35434 8.69601
N 6.66142 20.51808 11.45136
H 3.91311 21.77863 10.18554
H 4.27436 21.52512 11.92354
H 4.07928 20.17632 10.78662
H 5.97089 20.85710 9.55013
H 7.57863 22.52494 10.25949
H 6.49245 23.38727 11.21527
H 6.67111 24.50464 7.64678
H 7.99516 24.14565 8.69002
H 6.82898 25.34825 9.13300
H 6.14935 19.65087 11.52772
H 6.83980 20.87850 12.37784
C 4.23607 8.65925 12.47615
C 3.58533 8.92450 13.78137
C 3.83074 7.87533 14.95117
O 3.18060 6.68832 14.55661
C 3.65094 5.45698 15.03934
N 3.81571 10.30478 14.19731
H 4.34370 9.41937 11.70237
H 4.03860 7.68487 12.02927
H 5.29515 8.45117 12.62832
H 2.51637 8.86138 13.57777
H 3.40966 8.18071 15.90905
H 4.89732 7.76042 15.14430
H 3.41446 5.14413 16.05635
H 4.72001 5.40921 14.83220
H 3.12391 4.82658 14.32315
H 4.79765 10.40924 13.98523
H 3.81753 10.37775 15.20467
```

=====

Which of these has the lowest LUMO energy?
C38H105N7O12

=====

Number 2 is which compound?
C38H107AsF6N13O11

=====

The lowest HOMO level belongs to which entry?
C38H105N7O12

=====

Which of these has the lowest energy above the lowest of the compared OMol25 structures with the same formula, charge and spin?
C38H105N7O12